This record from the OMol25 dataset describes a 10-piece molecular cluster, C14H51N3O10 overall in a non-equilibrium geometry. The level of theory is ωB97M-V/def2-TZVPD.

Positions of all 78 atoms, in Å:
1 C 0.047 -1.387 15.855
2 O 1.177 -0.965 16.582
3 C 0.854 -0.558 17.896
4 C 2.143 0.075 18.474
5 C 3.339 -0.905 18.740
6 N 1.887 0.692 19.763
7 H -0.485 -2.145 16.431
8 H 0.242 -1.776 14.855
9 H -0.723 -0.638 15.667
10 H 0.012 0.131 17.834
11 H 0.465 -1.380 18.497
12 H 2.435 0.879 17.798
13 H 3.643 -1.238 17.747
14 H 2.968 -1.680 19.411
15 H 4.212 -0.558 19.291
16 H 1.849 -0.037 20.461
17 H 0.932 1.005 19.670
18 C -6.593 -1.958 16.486
19 O -7.537 -2.870 17.074
20 C -8.328 -3.567 16.074
21 C -9.063 -2.521 15.187
22 C -10.053 -1.709 16.019
23 N -9.972 -3.132 14.224
24 H -5.686 -1.956 17.091
25 H -7.036 -0.962 16.498
26 H -6.272 -2.081 15.452
27 H -7.677 -3.995 15.312
28 H -9.018 -4.313 16.466
29 H -8.433 -1.818 14.644
30 H -10.814 -2.296 16.532
31 H -10.648 -1.070 15.366
32 H -9.594 -1.085 16.786
33 H -10.738 -3.604 14.683
34 H -10.454 -2.302 13.909
35 C -4.899 -6.053 16.532
36 O -4.540 -5.269 15.406
37 C -3.456 -4.351 15.606
38 C -3.471 -3.447 14.278
39 C -3.261 -4.351 13.009
40 N -2.298 -2.625 14.207
41 H -5.374 -5.447 17.303
42 H -3.983 -6.455 16.965
43 H -5.649 -6.785 16.230
44 H -3.661 -3.705 16.460
45 H -2.486 -4.811 15.794
46 H -4.411 -2.894 14.266
47 H -2.279 -4.823 13.003
48 H -3.291 -3.766 12.090
49 H -4.008 -5.144 13.034
50 H -2.576 -1.985 13.477
51 H -2.354 -1.989 14.990
52 C -4.724 1.338 20.410
53 C -5.459 1.442 19.050
54 O -5.528 2.821 18.783
55 H -5.229 1.720 21.297
56 H -3.753 1.817 20.291
57 H -4.574 0.265 20.532
58 H -6.464 1.036 19.169
59 H -4.986 0.947 18.202
60 H -4.610 3.100 18.794
61 O -2.719 -0.435 17.430
62 H -2.656 0.428 17.839
63 H -3.237 -0.288 16.638
64 O -2.930 -2.878 18.722
65 H -3.828 -2.919 19.053
66 H -2.915 -2.099 18.166
67 O -2.163 2.198 18.072
68 H -2.296 3.143 17.994
69 H -1.734 2.086 18.921
70 O -4.076 0.383 15.262
71 H -5.030 0.458 15.247
72 H -3.845 0.080 14.384
73 O -1.552 -1.116 20.496
74 H -1.946 -1.564 21.244
75 H -1.933 -1.547 19.731
76 O -0.717 1.925 15.506
77 H -1.467 1.562 15.035
78 H -1.029 2.038 16.404

Properties
Charge   0
Highest occupied orbital energy   -9.068 eV
Energy relative to the best compared isomer or geometry (same formula, charge and spin)   72.9 kcal/mol
2S+1   1
SMILES string   COC[C@H](C)N.COC[C@H](C)N.COC[C@H](C)N.CCO.O.O.O.O.O.O

---

This record from the OMol25 dataset describes a single C4H9NOS molecule in a non-equilibrium geometry. The level of theory is ωB97M-V/def2-TZVPD.

Positions of all 16 atoms, in Å:
1 N 0.095 -1.370 0.888
2 C 0.554 0.073 0.472
3 C 2.042 0.276 0.559
4 O 2.612 0.445 -0.514
5 C 0.086 0.488 -0.891
6 C -1.394 0.036 -0.949
7 S -2.646 1.250 -0.363
8 H 0.352 -2.223 0.371
9 H 0.409 -1.642 1.839
10 H 0.107 0.659 1.313
11 H 2.637 0.479 1.503
12 H 0.209 1.612 -1.025
13 H 0.717 -0.007 -1.649
14 H -1.441 -1.014 -0.532
15 H -1.726 -0.160 -2.005
16 H -2.612 1.097 0.983

Properties
Charge   0
Highest occupied orbital energy   -9.040 eV
Energy relative to the best compared isomer or geometry (same formula, charge and spin)   51.8 kcal/mol
2S+1   1
SMILES string   N[C@@H](C=O)CCS

---

This record from the OMol25 dataset describes C18H16BrGaN4O5Se as an isolated structure in a non-equilibrium geometry. The level of theory is ωB97M-V/def2-TZVPD.

Positions of all 46 atoms, in Å:
1 Ga 0.818 0.318 -0.214
2 O 1.609 -3.162 -1.970
3 C 1.716 -2.073 -1.406
4 N 0.977 -1.622 -0.406
5 C -0.205 -2.349 -0.100
6 C -1.370 -1.678 -0.847
7 C -2.541 -2.251 -1.252
8 C -3.464 -1.497 -1.971
9 C -3.186 -0.213 -2.356
10 C -1.950 0.293 -1.910
11 N -1.133 -0.398 -1.172
12 C 2.765 -1.050 -1.839
13 C 3.990 -1.366 -2.423
14 C 4.909 -0.323 -2.636
15 C 4.538 0.964 -2.376
16 C 3.278 1.229 -1.834
17 N 2.479 0.200 -1.511
18 H -0.060 -3.377 -0.378
19 H -0.409 -2.349 0.997
20 H -2.810 -3.279 -1.126
21 H -4.338 -2.048 -2.307
22 H -3.773 0.283 -3.091
23 H -1.631 1.344 -2.047
24 H 4.292 -2.369 -2.525
25 H 5.917 -0.516 -3.091
26 H 5.182 1.757 -2.662
27 H 3.021 2.258 -1.582
28 C -3.526 1.583 2.758
29 C -2.188 0.955 2.886
30 C -1.576 0.695 4.124
31 C -0.375 -0.001 4.144
32 C 0.105 -0.342 2.855
33 Br 1.682 -1.489 2.764
34 N -0.337 0.082 1.664
35 C -1.472 0.724 1.671
36 H -3.692 2.050 1.756
37 H -3.697 2.277 3.572
38 H -4.320 0.874 2.888
39 H -2.132 0.971 5.043
40 H 0.186 -0.199 5.040
41 H -1.800 1.103 0.705
42 O 0.082 2.077 -0.780
43 Se 0.913 2.929 0.482
44 O 1.947 4.012 -0.106
45 O 1.730 1.557 1.015
46 O -0.152 3.415 1.555

Properties
Charge   0
Highest occupied orbital energy   -9.317 eV
Energy relative to the best compared isomer or geometry (same formula, charge and spin)   16.2 kcal/mol
2S+1   1

---

This record from the OMol25 dataset describes a single C6H15N molecule in a non-equilibrium geometry. The level of theory is ωB97M-V/def2-TZVPD.

Positions of all 22 atoms, in Å:
1 C 1.352 0.806 2.126
2 C -0.139 0.385 2.294
3 N -0.862 -0.478 1.294
4 C -1.120 0.125 -0.060
5 C -0.381 -0.626 -1.177
6 C 1.134 -0.260 -1.254
7 C -1.037 -0.475 -2.529
8 H 1.426 1.758 1.603
9 H 2.023 0.109 1.620
10 H 1.719 0.938 3.147
11 H -0.411 -0.085 3.237
12 H -0.588 1.376 2.181
13 H -0.165 -1.208 1.161
14 H -2.187 -0.079 -0.144
15 H -0.992 1.199 -0.228
16 H -0.357 -1.679 -0.876
17 H 1.180 0.806 -1.496
18 H 1.489 -0.565 -0.271
19 H 1.687 -0.822 -2.006
20 H -0.585 -1.080 -3.312
21 H -1.076 0.561 -2.858
22 H -2.113 -0.707 -2.451

Properties
Charge   0
Highest occupied orbital energy   -8.906 eV
Energy relative to the best compared isomer or geometry (same formula, charge and spin)   30.9 kcal/mol
2S+1   1
SMILES string   CCNCC(C)C

---

This record from the OMol25 dataset describes a 11-piece molecular cluster, C17H48O15 overall in a non-equilibrium geometry. The level of theory is ωB97M-V/def2-TZVPD.

Positions of all 80 atoms, in Å:
1 C 7.400 11.793 5.705
2 C 8.829 11.996 6.145
3 C 9.296 13.415 6.358
4 O 10.176 13.333 7.477
5 C 9.954 12.179 8.133
6 O 10.491 11.787 9.089
7 O 8.988 11.427 7.496
8 H 6.683 12.074 6.493
9 H 7.382 10.715 5.606
10 H 7.113 12.331 4.803
11 H 9.522 11.475 5.463
12 H 8.495 14.121 6.619
13 H 9.837 13.805 5.485
14 C 13.162 15.212 10.598
15 C 12.198 15.048 9.429
16 C 10.766 15.525 9.724
17 O 10.374 16.174 8.484
18 C 11.531 16.518 7.773
19 O 11.504 17.163 6.798
20 O 12.595 15.965 8.386
21 H 14.185 15.164 10.235
22 H 12.962 14.374 11.260
23 H 13.082 16.126 11.189
24 H 12.215 14.026 9.039
25 H 10.706 16.256 10.552
26 H 10.099 14.683 9.915
27 C 10.916 10.583 16.009
28 O 9.556 10.719 15.718
29 H 11.216 9.672 16.505
30 H 11.469 10.771 15.075
31 H 11.189 11.449 16.628
32 H 9.155 10.067 15.151
33 C 13.819 11.023 10.593
34 O 13.827 11.738 11.763
35 H 13.145 11.381 9.811
36 H 14.856 11.040 10.256
37 H 13.541 9.970 10.702
38 H 12.935 11.922 12.090
39 C 12.567 14.324 14.906
40 O 13.429 14.053 15.994
41 H 12.834 15.303 14.531
42 H 12.749 13.699 14.046
43 H 11.503 14.272 15.113
44 H 13.647 13.112 16.131
45 C 5.812 13.065 9.991
46 O 6.033 13.134 11.395
47 H 4.801 12.789 9.731
48 H 5.971 14.058 9.569
49 H 6.478 12.353 9.525
50 H 6.171 12.269 11.801
51 C 8.236 14.716 12.576
52 O 9.675 14.839 12.754
53 H 7.714 15.665 12.378
54 H 8.199 14.094 11.705
55 H 7.750 14.219 13.411
56 H 9.933 15.302 13.556
57 C 6.774 10.770 13.705
58 O 7.761 9.799 13.643
59 H 5.892 10.558 13.078
60 H 6.483 10.767 14.770
61 H 7.118 11.792 13.532
62 H 7.617 9.332 12.815
63 C 10.925 7.938 12.747
64 O 11.367 6.736 13.359
65 H 9.920 8.216 13.038
66 H 11.581 8.779 13.048
67 H 10.904 7.810 11.667
68 H 10.831 5.985 13.128
69 C 7.558 9.456 9.997
70 O 7.650 8.759 11.289
71 H 7.300 8.762 9.226
72 H 6.719 10.093 10.218
73 H 8.439 10.049 9.778
74 H 8.435 8.171 11.332
75 C 10.004 11.480 12.228
76 O 11.079 12.422 12.260
77 H 9.210 11.767 11.504
78 H 10.364 10.526 11.846
79 H 9.561 11.366 13.223
80 H 10.830 13.290 12.599

Properties
Charge   0
Highest occupied orbital energy   -9.594 eV
Energy relative to the best compared isomer or geometry (same formula, charge and spin)   13.0 kcal/mol
2S+1   1
SMILES string   C[C@H]1COC(=O)O1.C[C@H]1COC(=O)O1.CO.CO.CO.CO.CO.CO.CO.CO.CO

---

This record from the OMol25 dataset describes a 5-piece molecular cluster, C31H62BrN5O3 overall in a non-equilibrium geometry. The level of theory is ωB97M-V/def2-TZVPD.

Positions of all 102 atoms, in Å:
1 C 1.350 -1.985 4.904
2 C 1.874 -1.061 3.770
3 N 2.200 -1.777 2.387
4 C 2.782 -0.696 1.477
5 C 3.199 -2.988 2.429
6 C 4.415 -2.668 3.345
7 C 0.803 -2.285 1.817
8 C 0.969 -2.912 0.412
9 O 1.235 -4.283 0.558
10 C 1.363 -4.940 -0.665
11 H 1.970 -2.772 5.338
12 H 0.380 -2.452 4.771
13 H 1.256 -1.320 5.762
14 H 2.767 -0.503 4.073
15 H 1.103 -0.347 3.443
16 H 3.617 -0.309 2.048
17 H 1.980 0.010 1.326
18 H 3.130 -1.278 0.638
19 H 3.560 -3.169 1.417
20 H 2.608 -3.837 2.773
21 H 5.135 -3.479 3.409
22 H 4.021 -2.422 4.331
23 H 4.982 -1.809 2.981
24 H 0.183 -1.393 1.764
25 H 0.301 -2.959 2.540
26 H 1.639 -2.380 -0.270
27 H -0.045 -2.679 0.014
28 H 2.118 -4.402 -1.234
29 H 0.451 -4.799 -1.244
30 H 1.555 -5.988 -0.479
31 C 0.448 2.472 2.469
32 C 0.504 3.977 2.916
33 N -0.171 5.031 1.883
34 C 0.350 4.774 0.481
35 C -1.684 4.864 1.884
36 C -2.374 5.089 3.220
37 C 0.131 6.486 2.427
38 C 1.504 7.032 1.954
39 O 2.539 6.056 1.983
40 C 3.841 6.590 2.072
41 H 0.716 2.248 1.432
42 H -0.587 2.106 2.560
43 H 1.044 1.828 3.134
44 H 1.564 4.234 3.033
45 H -0.022 4.093 3.871
46 H -0.164 5.478 -0.165
47 H 0.039 3.821 0.063
48 H 1.426 4.945 0.399
49 H -1.881 3.866 1.470
50 H -2.057 5.631 1.211
51 H -2.438 6.115 3.611
52 H -2.007 4.403 3.990
53 H -3.409 4.789 3.017
54 H -0.134 6.532 3.474
55 H -0.651 7.072 1.920
56 H 1.704 7.909 2.612
57 H 1.464 7.366 0.897
58 H 3.887 7.445 2.739
59 H 4.271 6.746 1.074
60 H 4.405 5.783 2.531
61 C -3.935 3.999 -1.078
62 C -4.630 3.175 -0.026
63 O -5.138 3.417 0.968
64 N -4.779 1.707 -0.456
65 H -3.939 1.276 -0.876
66 H -4.765 1.198 0.447
67 C -6.054 1.434 -1.163
68 H -3.827 5.076 -0.902
69 H -4.493 3.946 -2.025
70 H -2.966 3.571 -1.277
71 H -6.915 1.701 -0.577
72 H -6.066 0.361 -1.228
73 H -6.121 1.813 -2.181
74 C -4.338 -1.577 -2.520
75 N -3.044 -2.188 -3.076
76 C -1.893 -2.103 -2.409
77 C -0.765 -2.746 -2.891
78 C -0.856 -3.556 -4.028
79 C -2.089 -3.647 -4.643
80 C -3.213 -2.970 -4.171
81 C 0.269 -4.375 -4.544
82 C 1.538 -3.854 -4.613
83 C 2.630 -4.542 -5.054
84 N 2.428 -5.847 -5.430
85 C 1.201 -6.442 -5.338
86 C 0.124 -5.668 -4.948
87 C 3.608 -6.761 -5.734
88 H -4.092 -1.176 -1.541
89 H -5.078 -2.371 -2.459
90 H -4.643 -0.748 -3.174
91 H -1.928 -1.457 -1.542
92 H 0.162 -2.735 -2.379
93 H -2.212 -4.291 -5.506
94 H -4.176 -3.043 -4.655
95 H 1.689 -2.793 -4.387
96 H 3.606 -4.076 -5.208
97 H 1.028 -7.496 -5.483
98 H -0.840 -6.159 -4.947
99 H 4.387 -6.244 -6.313
100 H 3.308 -7.547 -6.423
101 H 3.987 -7.178 -4.814
102 Br -2.333 0.022 0.605

Properties
Charge   +4
Highest occupied orbital energy   -17.468 eV
2S+1   1

---

This record from the OMol25 dataset describes a 3-piece molecular cluster, C2H10N2O2 overall in a non-equilibrium geometry. The level of theory is ωB97M-V/def2-TZVPD.

Positions of all 16 atoms, in Å:
1 C -1.092 -1.118 0.926
2 N -0.011 -1.713 0.191
3 C 1.281 -1.455 0.292
4 N 2.143 -1.759 -0.662
5 H -0.726 -0.891 1.932
6 H -1.933 -1.800 0.949
7 H -1.410 -0.137 0.560
8 H -0.194 -2.053 -0.763
9 H 1.568 -0.931 1.204
10 H 3.067 -1.846 -0.229
11 H -1.166 1.706 -1.233
12 H -2.211 1.924 -2.183
13 O -1.424 1.396 -2.097
14 H 0.714 3.655 0.307
15 H 1.080 2.249 0.563
16 O 0.315 2.773 0.242

Properties
Charge   +1
Highest occupied orbital energy (spin up / spin down)   -14.385 / -14.384 eV
Energy relative to the best compared isomer or geometry (same formula, charge and spin)   14.6 kcal/mol
<S²>   0.782
2S+1   2